Entry 1:
Computed, not measured: an isolated molecule of C5H10O2, with ωB97M-V/def2-TZVPD.

LUMO = 1.03 eV
frontier orbital gap = 11.08 eV
structure (SMILES) = C[C@@H](O)[C@H]1CCO1
HOMO energy = -10.050 eV

ORCA input file:
```
! RIJCOSX wB97M-V def2-TZVPD def2/J DEFGRID3
* xyz 0 1
C -2.27 -0.55 0.09
C -1.05 0.33 -0.14
O -1.01 1.42 0.75
C 0.28 -0.46 -0.06
C 1.45 0.01 -0.93
C 2.16 0.26 0.40
O 1.00 -0.17 1.15
H -3.17 0.06 0.08
H -2.34 -1.31 -0.69
H -2.21 -1.06 1.06
H -1.12 0.75 -1.16
H -0.37 1.18 1.44
H 0.08 -1.54 -0.12
H 1.89 -0.75 -1.57
H 1.24 0.91 -1.52
H 2.42 1.30 0.62
H 3.02 -0.38 0.61
*
```

How is the electron density shared among the atoms? According to natural (NBO), the charges in e are: C -0.628; C 0.074; O -0.721; C 0.090; C -0.454; C -0.053; O -0.549; H 0.221; H 0.204; H 0.208; H 0.163; H 0.484; H 0.178; H 0.214; H 0.214; H 0.179; H 0.176

=====

Entry 2:
Computed, not measured: a cluster of 2 separate species, C5H10O2 in total at a distorted geometry, with ωB97M-V/def2-TZVPD.

LUMO = 0.57 eV
frontier orbital gap = 9.14 eV
structure (SMILES) = C=C/C(O)=C\C.O
HOMO energy = -8.571 eV

ORCA input file:
```
! RIJCOSX wB97M-V def2-TZVPD def2/J DEFGRID3
* xyz 0 1
C -1.21 1.88 -0.48
C -0.96 0.61 -0.79
C -0.20 -0.30 0.04
O 0.63 -1.15 -0.66
C -0.16 -0.30 1.39
C -0.90 0.59 2.35
H -0.62 2.45 0.24
H -2.12 2.46 -0.65
H -1.47 -0.03 -1.52
H 0.97 -0.79 -1.48
H 0.13 -1.20 1.92
H -1.86 1.03 2.02
H -1.27 0.39 3.36
H -0.16 1.41 2.44
O 3.20 -2.57 -2.96
H 3.08 -2.82 -2.05
H 2.92 -1.68 -3.17
*
```

How is the electron density shared among the atoms? According to natural (NBO), the charges in e are: C -0.365; C -0.271; C 0.262; O -0.702; C -0.241; C -0.669; H 0.195; H 0.205; H 0.214; H 0.480; H 0.219; H 0.222; H 0.231; H 0.218; O -0.953; H 0.483; H 0.472

=====

Entry 3:
Computed, not measured: an isolated molecule of C5H10O2S at a distorted geometry, with ωB97M-V/def2-TZVPD.

LUMO = 0.82 eV
frontier orbital gap = 9.90 eV
structure (SMILES) = COC[C@@H]1S[C@H]1CO
HOMO energy = -9.080 eV

ORCA input file:
```
! RIJCOSX wB97M-V def2-TZVPD def2/J DEFGRID3
* xyz 0 1
C -3.11 -0.35 -0.26
O -1.77 -0.40 0.19
C -1.10 0.80 -0.04
C 0.29 0.65 0.52
S 1.57 1.80 -0.08
C 1.34 0.01 -0.30
C 2.36 -0.89 0.34
O 3.59 -0.91 -0.34
H -3.14 -0.20 -1.33
H -3.66 0.42 0.28
H -3.53 -1.34 -0.02
H -1.04 1.07 -1.11
H -1.66 1.63 0.46
H 0.31 0.48 1.58
H 1.08 -0.28 -1.32
H 2.01 -1.89 0.31
H 2.49 -0.61 1.40
H 3.97 0.00 -0.28
*
```

How is the electron density shared among the atoms? According to natural (NBO), the charges in e are: C -0.248; O -0.539; C -0.072; C -0.298; S 0.075; C -0.304; C -0.070; O -0.708; H 0.170; H 0.168; H 0.197; H 0.172; H 0.172; H 0.230; H 0.232; H 0.189; H 0.164; H 0.469

=====

Entry 4:
Computed, not measured: a cluster of 2 separate species, C5H10O3 in total at a distorted geometry, with ωB97M-V/def2-TZVPD.

LUMO = 0.68 eV
frontier orbital gap = 8.04 eV
structure (SMILES) = CC(O)=C(O)O.C=C
HOMO energy = -7.363 eV

ORCA input file:
```
! RIJCOSX wB97M-V def2-TZVPD def2/J DEFGRID3
* xyz 0 1
C -0.17 0.06 -1.80
C 0.58 0.08 -0.49
O 1.15 1.31 -0.14
C 1.30 -1.01 -0.06
O 1.88 -1.03 1.14
O 1.16 -2.22 -0.65
H 0.45 0.47 -2.60
H -0.46 -0.96 -2.06
H -1.07 0.66 -1.72
H 0.46 1.98 -0.21
H 1.51 -0.20 1.65
H 1.64 -2.86 -0.10
C -1.04 0.05 1.17
C -1.71 1.20 1.06
H -1.50 -0.88 0.86
H -0.21 -0.04 1.96
H -2.64 1.26 0.50
H -1.34 2.13 1.46
*
```

How is the electron density shared among the atoms? According to natural (NBO), the charges in e are: C -0.661; C 0.129; O -0.713; C 0.554; O -0.688; O -0.669; H 0.219; H 0.235; H 0.209; H 0.475; H 0.512; H 0.494; C -0.364; C -0.487; H 0.205; H 0.164; H 0.197; H 0.190

=====

Entry 5:
Computed, not measured: an isolated molecule of C5H10O3 at a distorted geometry, with ωB97M-V/def2-TZVPD.

LUMO = 0.88 eV
frontier orbital gap = 10.55 eV
structure (SMILES) = C/C(=C\CO)C(O)O
HOMO energy = -9.668 eV

ORCA input file:
```
! RIJCOSX wB97M-V def2-TZVPD def2/J DEFGRID3
* xyz 0 1
C -0.01 -0.50 1.57
C -0.03 0.29 0.30
C 0.70 0.16 -0.78
C 1.74 -1.10 -0.89
O 1.02 -2.31 -1.03
C -1.19 1.49 0.25
O -1.30 2.18 -0.97
O -2.43 0.89 0.51
H 0.62 0.00 2.31
H -1.02 -0.60 1.98
H 0.35 -1.52 1.41
H 0.67 0.76 -1.69
H 2.37 -0.93 -1.77
H 2.37 -1.15 0.00
H 1.62 -3.00 -1.34
H -0.95 2.22 1.04
H -1.50 1.48 -1.61
H -3.04 1.62 0.71
*
```

How is the electron density shared among the atoms? According to natural (NBO), the charges in e are: C -0.675; C 0.005; C -0.226; C -0.085; O -0.726; C 0.354; O -0.714; O -0.729; H 0.221; H 0.240; H 0.236; H 0.214; H 0.162; H 0.159; H 0.471; H 0.143; H 0.473; H 0.476

=====

Entry 6:
Computed, not measured: a structure of composition C5H10O3Ru at a distorted geometry, with ωB97M-V/def2-TZVPD.

LUMO (alpha / beta) = -3.31 / -6.03 eV
frontier orbital gap (alpha / beta) = 8.58 / 8.87 eV
HOMO energy (alpha / beta) = -11.890 / -14.902 eV

ORCA input file:
```
! RIJCOSX wB97M-V def2-TZVPD def2/J DEFGRID3
* xyz 1 6
O -0.46 -1.69 0.53
Ru -3.30 -0.79 2.36
O -2.01 -0.16 0.83
C -0.95 -0.50 0.34
O -0.31 0.18 -0.58
C 0.86 -2.11 0.12
C 2.01 -1.36 0.76
H 0.89 -3.17 0.38
H 0.89 -2.02 -0.98
H 1.98 -1.46 1.85
H 2.95 -1.80 0.42
H 2.02 -0.30 0.46
C -0.90 1.33 -1.21
C -0.36 2.59 -0.58
H -0.61 1.24 -2.26
H -1.99 1.27 -1.15
H 0.73 2.65 -0.70
H -0.61 2.64 0.49
H -0.81 3.46 -1.08
*
```

How is the electron density shared among the atoms? According to natural (NBO), the charges in e are: O -0.475; Ru 0.898; O -0.803; C 1.060; O -0.470; C -0.074; C -0.652; H 0.220; H 0.204; H 0.225; H 0.251; H 0.223; C -0.078; C -0.639; H 0.218; H 0.202; H 0.230; H 0.216; H 0.244

=====

| no. | energy (Ha) |
| --- | --- |
| 1 | -346.9485 |
| 2 | -346.8915 |
| 3 | -745.1356 |
| 4 | -422.1362 |
| 5 | -422.1816 |
| 6 | -516.7268 |